Record 1
112
Properties=species:S:1:pos:R:3:forces:R:3:lowdin_charge:R:1 method="wB97M-V/def2-TZVPD" molar_mass_g_mol=888.630 e_tot_ev=-81798.625 total_charge=-1 lumo_energy_ev=1.8 homo_lumo_gap_ev=6.59
C 4.28348 3.64201 -0.30880 -0.392 -0.757 0.593 -0.03
C 2.89668 2.81534 -0.67472 -0.982 0.706 -3.688 -0.30
O 2.41055 2.98645 -1.90911 2.065 -1.146 7.142 -0.07
O 2.30667 1.99545 0.39516 0.876 3.339 -3.188 -0.13
C 0.85683 1.74405 0.14170 -0.830 -1.322 -1.221 -0.26
C 0.74146 0.44838 -0.85563 0.570 0.268 0.810 -0.26
In -1.44311 -0.17190 -1.28034 0.456 -0.283 -0.439 0.69
N -1.25200 -2.11502 -2.25587 0.004 -0.315 0.904 -0.22
C -2.47915 1.15891 -2.78439 -0.162 1.262 -0.710 -0.31
C -3.37130 2.38285 -2.16343 -0.153 0.899 -1.399 -0.30
C -2.45039 3.76044 -1.93552 -0.854 0.153 -0.962 -0.19
C -3.24618 4.93077 -1.08824 0.168 -0.154 -1.072 -0.26
O -3.35171 4.62680 0.34783 -1.284 -0.774 -1.500 -0.15
C -2.58226 -0.56305 0.63106 -1.366 2.216 2.222 -0.21
C -3.32801 0.95462 1.20610 -0.478 -3.079 1.960 -0.20
C -5.03770 0.85441 1.43592 0.787 2.280 0.087 -0.11
O -3.91560 0.91225 2.64423 2.444 1.906 -5.014 -0.26
H 4.79853 4.07905 -1.28300 -1.466 -1.045 2.126 0.09
H 5.07942 2.95758 0.23469 -1.850 1.437 -1.132 0.07
H 3.97581 4.50144 0.44243 0.630 -1.710 -1.577 0.10
H 0.35643 2.71593 -0.30711 1.157 -1.997 0.834 0.11
H 0.36925 1.53054 1.18832 1.154 0.352 -1.977 0.12
H 1.23504 -0.49428 -0.31579 -0.915 2.079 -1.072 0.05
H 1.28960 0.62474 -1.88569 -0.995 -0.125 2.257 0.05
H -0.29123 -2.19125 -2.65732 -1.035 -0.232 0.707 -0.07
H -1.37373 -2.80362 -1.45436 0.614 0.816 -1.441 -0.07
H -1.61544 1.66765 -3.43321 -1.877 -1.045 1.167 0.05
H -3.13870 0.51692 -3.51395 1.198 1.220 1.357 0.03
H -4.02299 2.10795 -1.23140 1.391 0.387 -1.559 0.07
H -4.14737 2.69222 -3.01679 1.372 -0.468 1.931 0.10
H -2.31292 4.20270 -3.03587 -0.148 -0.899 2.324 0.12
H -1.37405 3.52465 -1.54043 -2.122 0.453 -0.428 0.10
H -4.34641 5.03052 -1.53928 2.367 -0.115 0.808 0.13
H -2.68595 5.97463 -1.21548 -1.219 -2.301 0.465 0.12
H -4.12632 3.98882 0.41561 1.485 1.124 -0.003 0.08
H -3.45633 -1.33680 0.55637 1.783 1.485 0.476 0.04
H -1.85196 -0.74897 1.53690 -1.482 -0.053 -1.745 0.04
H -2.86051 2.02797 0.74959 -1.643 -2.780 1.715 0.15
H -5.67970 1.34582 2.25779 -0.307 -1.601 -1.393 0.10
H -5.09039 1.84236 0.76326 0.400 -0.206 1.550 0.03
C -3.09266 -5.12962 0.14149 0.390 -0.142 0.557 -0.71
O -2.17902 -4.32375 0.22146 0.255 0.306 -0.041 0.02
N -4.03643 -5.06645 -0.81499 -1.045 0.672 -1.502 0.16
N -3.23753 -6.15284 1.00270 -0.036 0.114 0.867 0.15
H -4.79632 -5.72062 -0.89715 0.251 -0.032 0.107 0.08
H -3.96444 -4.31097 -1.48388 0.051 -0.249 0.240 0.09
H -2.54812 -6.23674 1.73832 -0.326 -0.169 -0.459 0.08
H -3.98310 -6.82641 0.95300 0.296 0.002 -0.145 0.09
C 5.59919 2.64120 3.37274 -0.347 -0.303 0.093 -0.68
O 6.49364 3.25999 2.81810 0.543 0.363 -0.224 -0.01
N 5.43408 1.31418 3.22674 0.464 -1.033 -0.347 0.17
N 4.69858 3.23093 4.17944 -0.396 1.025 0.604 0.17
H 4.70375 0.78722 3.67513 0.070 0.139 -0.163 0.11
H 6.09085 0.83150 2.62756 -0.329 0.145 0.158 0.12
H 4.78716 4.22936 4.31639 -0.086 -0.380 -0.027 0.12
H 3.95516 2.73822 4.64486 0.113 0.077 -0.166 0.11
C 8.73636 5.94429 4.88230 0.304 -0.267 0.649 -0.73
O 9.24655 6.16560 5.96917 0.111 0.159 0.238 0.01
N 8.39995 4.70707 4.47525 0.082 -1.114 0.016 0.16
N 8.46501 6.91773 3.99437 -0.119 1.462 -0.712 0.15
H 7.97907 4.50493 3.58412 -0.252 -0.050 0.236 0.04
H 8.58741 3.94523 5.11384 -0.116 0.308 -0.274 0.12
H 8.70276 7.86408 4.26151 -0.111 -0.398 -0.124 0.11
H 8.04528 6.75509 3.09469 0.048 -0.037 0.140 0.10
C 8.32992 3.71056 -0.19536 -0.676 -0.179 0.064 -0.70
O 7.17226 3.43909 -0.47230 0.206 -0.023 -0.161 0.02
N 9.24918 4.01388 -1.12944 0.731 0.278 -1.469 0.15
N 8.78998 3.73058 1.06859 0.256 0.037 1.375 0.16
H 10.20705 4.24003 -0.92099 -0.215 -0.043 -0.021 0.09
H 8.94428 4.01017 -2.09400 0.134 0.030 0.367 0.11
H 8.13012 3.50800 1.80243 -0.048 -0.145 -0.223 0.05
H 9.73961 3.95170 1.31632 -0.149 -0.040 -0.129 0.10
C -1.09520 -9.03566 2.16308 -0.469 0.621 -0.134 -0.69
O -1.84017 -8.07842 2.02417 0.257 -0.523 0.319 0.02
N -0.86942 -9.92960 1.18357 -0.086 -0.726 -1.283 0.16
N -0.43352 -9.28229 3.30806 0.546 0.077 1.488 0.15
H -0.25960 -10.72405 1.27899 -0.119 0.197 0.001 0.10
H -1.34823 -9.78089 0.30495 0.158 -0.009 0.282 0.12
H -0.57556 -8.63328 4.07101 0.083 -0.264 -0.301 0.11
H 0.18408 -10.06513 3.44142 -0.120 0.175 -0.043 0.10
C -5.47008 -2.65610 -5.00536 -0.435 -0.083 0.209 -0.73
O -6.62774 -2.92758 -5.28230 -0.382 -0.155 -0.190 0.00
N -4.55082 -2.35279 -5.93944 0.657 0.222 -1.413 0.15
N -5.01002 -2.63608 -3.74141 -0.039 -0.285 1.274 0.16
H -3.59295 -2.12663 -5.73099 -0.121 -0.012 0.083 0.10
H -4.85572 -2.35650 -6.90400 0.130 0.029 0.430 0.11
H -5.66988 -2.85867 -3.00757 0.233 0.215 -0.288 0.11
H -4.06039 -2.41496 -3.49368 0.205 0.096 0.080 0.08
C -4.81169 -8.52269 -2.62120 0.307 0.431 0.524 -0.72
O -4.30150 -8.30139 -1.53432 -0.040 -0.080 0.205 0.02
N -5.14809 -9.75991 -3.02824 -0.209 -1.655 -0.061 0.15
N -5.08303 -7.54925 -3.50912 -0.135 1.184 -0.518 0.16
H -5.56897 -9.96205 -3.91938 0.091 0.065 0.181 0.10
H -4.96063 -10.52176 -2.38966 -0.100 0.309 -0.279 0.11
H -4.84528 -6.60290 -3.24198 -0.014 -0.290 -0.191 0.10
H -5.50276 -7.71189 -4.40881 0.075 0.069 0.182 0.10
C -6.24306 -1.53787 5.30127 -0.242 -0.080 0.259 -0.73
O -6.98735 -1.88356 6.20521 -0.265 -0.135 0.333 0.00
N -5.69617 -2.41036 4.43570 0.328 -1.248 -0.592 0.16
N -5.90307 -0.25359 5.08992 0.024 1.425 0.216 0.16
H -5.08110 -2.14489 3.68514 -0.070 0.048 0.035 0.10
H -5.92629 -3.38762 4.55958 0.110 0.428 -0.076 0.11
H -6.29318 0.43565 5.71939 0.175 -0.322 -0.272 0.11
H -5.29174 0.05041 4.35106 0.078 -0.046 -0.057 0.07
C 4.29154 6.40335 -4.12222 0.459 -0.063 -0.356 -0.73
O 5.18599 7.02214 -4.67687 0.248 0.260 -0.124 0.00
N 4.12643 5.07634 -4.26823 0.200 -1.154 -0.469 0.16
N 3.39093 6.99308 -3.31553 -0.796 1.133 0.820 0.15
H 3.39610 4.54937 -3.81984 0.055 -0.088 0.135 0.08
H 4.78320 4.59365 -4.86740 -0.290 0.195 0.280 0.11
H 3.47951 7.99151 -3.17858 -0.043 -0.441 -0.053 0.11
H 2.64751 6.50037 -2.85011 0.144 -0.010 -0.071 0.10

***

Record 2
68
Properties=species:S:1:pos:R:3:forces:R:3:lowdin_charge:R:1 method="wB97M-V/def2-TZVPD" molar_mass_g_mol=956.411 e_tot_ev=-129052.496 multiplicity=3 total_charge=-3 s_squared=2.020 lumo_energy_ev="5.3 / 5.3" homo_lumo_gap_ev="5.53 / 8.52"
O -1.07287 -2.48383 -3.21949 -1.225 -1.674 -1.739 -0.41
V -0.28411 -1.68735 -2.14193 -0.540 1.780 1.673 0.78
O -0.99626 -5.08322 1.42789 0.087 0.705 0.236 0.13
C -1.23552 -3.96477 1.82198 -0.215 -1.007 -1.369 -0.43
O -1.61025 -3.61719 2.98894 -0.456 0.249 2.852 0.25
B -2.00087 -2.18060 3.10469 0.475 -0.416 -1.376 -0.80
O -1.70891 -1.65634 1.73771 1.084 -1.946 -1.163 0.24
C -1.25928 -2.69540 0.99539 1.076 2.028 -2.298 -0.25
O -0.82804 -2.66697 -0.17151 -1.070 0.065 2.637 0.07
O -1.34239 -1.46259 4.21944 1.049 -1.286 -2.038 0.27
C -2.28601 -1.03017 4.96446 0.106 4.109 7.316 -0.33
O -2.11209 -0.40430 6.09583 -0.988 -3.300 -5.485 0.06
C -3.61909 -1.35987 4.32937 -3.261 3.564 3.935 -0.44
O -3.44219 -2.06244 3.30500 0.596 -1.897 -2.236 0.29
O -4.67553 -0.90400 4.76467 1.459 -1.257 -0.844 0.12
O -1.65474 -0.20948 -1.34653 1.570 -2.243 -1.892 0.11
C -2.08281 0.63690 -0.65113 0.335 2.792 1.172 -0.40
O -3.10591 0.55248 0.07723 -2.428 -0.074 1.276 0.28
B -3.43443 1.88954 0.65120 -0.169 -0.726 1.010 -0.77
O -2.45125 2.81762 -0.03539 -5.608 2.896 4.184 0.31
C -1.59764 2.13250 -0.55165 0.667 -5.430 -2.303 -0.52
O -0.67163 2.45563 -1.15581 5.157 1.903 -2.373 0.22
O -4.85907 2.19270 0.44766 -0.865 0.167 1.333 0.21
C -5.49272 2.32184 1.65783 -1.882 2.341 -0.525 -0.29
O -6.69501 2.60398 1.83995 3.942 -1.335 -0.760 0.08
C -4.34743 2.29752 2.72039 0.807 -2.532 5.218 -0.29
O -3.24986 1.78881 2.12890 -1.007 1.580 -1.027 0.20
O -4.40379 2.35376 3.98481 -0.666 0.730 -5.140 0.09
O -0.35600 6.05043 -2.99815 2.520 -2.835 -1.133 0.08
C 0.37302 5.09660 -3.37010 -2.530 3.453 1.241 -0.37
O -0.03513 3.97613 -3.86241 -1.062 -0.291 0.424 0.25
B 1.07025 3.09596 -4.18653 0.012 -0.971 -0.862 -0.92
O 2.26554 3.88136 -4.02042 -0.371 1.960 1.019 0.22
C 1.89254 5.07763 -3.41856 3.791 0.499 0.451 -0.28
O 2.71203 5.91453 -3.01771 -2.551 -2.143 -1.226 0.10
O 1.12893 1.83105 -3.38557 -0.755 -0.067 0.451 0.24
C 0.60373 0.81433 -4.01695 2.051 0.237 -0.336 -0.32
O 0.52909 -0.33061 -3.61126 -0.212 0.948 -0.519 0.06
C 0.48659 1.27148 -5.50378 -1.537 1.367 -1.662 -0.30
O 0.80935 2.61516 -5.56638 0.051 -2.461 0.338 0.19
O 0.05802 0.64333 -6.45248 1.012 0.574 1.463 0.12
O -1.11589 2.16593 4.79479 0.443 0.091 -2.319 0.15
C -0.27102 1.87073 3.97613 0.776 0.290 4.208 -0.39
O -0.15599 1.95366 2.69036 -0.434 0.223 -1.861 0.25
B 1.02700 1.23498 2.21610 0.614 -0.682 -0.229 -0.80
O 1.75852 0.82757 3.45656 -0.151 0.488 0.180 0.20
C 1.08524 1.28402 4.52511 -0.561 -2.023 2.983 -0.32
O 1.30483 1.05620 5.74159 0.075 1.069 -4.430 0.07
O 1.94962 1.91570 1.27981 0.057 1.114 1.290 0.23
C 2.18229 1.31615 0.14113 -0.252 1.299 0.048 -0.40
O 2.91252 1.74478 -0.71315 -0.190 -1.088 0.160 0.16
C 1.23769 0.12226 0.14401 -1.376 -2.121 -0.244 -0.23
O 0.60043 0.05542 1.35420 1.296 -0.160 -2.741 0.22
O 1.09999 -0.64100 -0.84202 0.610 1.898 3.138 0.01
C 5.01114 -1.59066 -1.05962 -2.160 -0.396 -0.310 -0.04
C 3.83511 -2.13446 -1.95399 1.525 1.257 -0.035 -0.18
O 3.49534 -3.45442 -1.51918 -1.662 -1.042 -0.086 0.01
C 2.21070 -3.92997 -1.60934 -0.336 1.977 0.013 -0.25
O 1.23402 -3.32790 -2.03577 2.766 -2.166 0.735 0.09
C 2.17849 -5.38851 -1.01079 -2.048 -0.991 -0.973 -0.53
F 2.28422 -6.29076 -2.01149 -0.107 0.217 -1.053 0.13
F 3.18984 -5.67132 -0.25259 1.121 0.410 1.638 0.19
F 1.01694 -5.73132 -0.39014 1.254 1.202 -0.368 0.15
H 5.44142 -0.75782 -1.61580 0.264 -0.104 0.257 0.08
H 5.70732 -2.38519 -0.79099 0.107 0.175 -0.215 0.07
H 4.50794 -1.21339 -0.16936 0.504 0.127 0.251 0.07
H 4.24467 -2.12039 -2.96402 -0.347 -0.754 -0.275 0.12
H 3.00960 -1.42270 -1.96116 -0.232 -0.365 0.312 0.10